{"formula": "CHClFI", "method": "the ωB97M-V functional and the def2-TZVPD basis", "homo_ev": [-8.6681, -10.4284], "lumo_energy_ha": [-0.019, -0.029], "charge": 0, "orbital_gap_ev": [8.16, 9.64], "species": ["C", "F", "Cl", "I", "H"], "coordinates": [[0.261, -0.023, -0.048], [-0.010, 0.158, -1.349], [0.368, 1.456, 0.798], [1.591, -1.555, 0.335], [-2.210, -0.035, 0.263]]}

---

{"formula": "C4H9N2O2", "method": "the ωB97M-V functional and the def2-TZVPD basis", "homo_ev": [-11.0976, -16.1034], "multiplicity": 3, "lumo_energy_ha": [-0.132, -0.263], "charge": 1, "orbital_gap_ev": [7.52, 8.94], "species": ["C", "C", "C", "C", "N", "N", "O", "O", "H", "H", "H", "H", "H", "H", "H", "H", "H"], "coordinates": [[0.311, -0.425, -0.512], [0.460, 1.109, 0.220], [1.378, 2.056, -0.386], [-0.796, -2.621, -0.938], [-0.286, 1.416, 1.231], [-0.598, -1.263, -0.224], [-0.364, 2.416, 1.863], [-1.045, 0.373, 1.793], [1.081, -0.649, -1.266], [2.279, 1.514, -0.904], [1.821, 2.656, 0.436], [0.872, 2.750, -0.985], [-1.832, -2.944, -0.741], [-0.622, -2.566, -1.986], [-0.029, -3.361, -0.555], [-1.147, 0.572, 2.696], [-1.481, -1.035, 0.258]]}

---

{"formula": "C34H47F3O8S4", "method": "the ωB97M-V functional and the def2-TZVPD basis", "homo_ev": -8.6071, "smiles": "O=S1(=O)CCCC1.O=S1(=O)CCCC1.O=S1(=O)CCCC1.O=S1(=O)CCCC1.Fc1ccccc1.Fc1ccccc1.Fc1ccccc1", "lumo_energy_ha": 0.000, "charge": 0, "orbital_gap_ev": 8.61, "species": ["F", "C", "C", "C", "C", "C", "C", "H", "H", "H", "H", "H", "F", "C", "C", "C", "C", "C", "C", "H", "H", "H", "H", "H", "F", "C", "C", "C", "C", "C", "C", "H", "H", "H", "H", "H", "C", "C", "C", "S", "O", "O", "C", "H", "H", "H", "H", "H", "H", "H", "H", "C", "C", "C", "S", "O", "O", "C", "H", "H", "H", "H", "H", "H", "H", "H", "C", "C", "C", "S", "O", "O", "C", "H", "H", "H", "H", "H", "H", "H", "H", "C", "C", "C", "S", "O", "O", "C", "H", "H", "H", "H", "H", "H", "H", "H"], "coordinates": [[0.357, -5.299, 1.958], [0.307, -6.135, 0.843], [1.075, -5.856, -0.279], [0.948, -6.702, -1.450], [0.001, -7.704, -1.374], [-0.681, -7.980, -0.203], [-0.578, -7.260, 0.900], [1.562, -5.021, -0.281], [1.555, -6.883, -2.321], [-0.041, -8.404, -2.117], [-1.295, -8.753, -0.139], [-1.315, -7.507, 1.617], [-1.105, 4.598, 1.897], [-1.607, 4.127, 0.691], [-2.995, 4.452, 0.243], [-3.498, 4.075, -0.900], [-2.688, 3.174, -1.770], [-1.376, 2.819, -1.355], [-0.803, 3.181, -0.179], [-3.477, 5.127, 0.954], [-4.711, 4.177, -1.309], [-3.029, 2.757, -2.719], [-0.815, 2.091, -1.999], [0.185, 2.862, 0.000], [-3.633, 0.159, -6.693], [-2.969, -0.008, -5.521], [-3.416, -0.579, -4.361], [-2.480, -0.771, -3.303], [-1.069, -0.578, -3.467], [-0.587, -0.065, -4.643], [-1.513, 0.274, -5.694], [-4.445, -0.662, -4.132], [-2.675, -1.315, -2.512], [-0.353, -1.035, -2.608], [0.455, 0.045, -4.725], [-1.255, 0.664, -6.729], [-3.117, -1.880, 2.246], [-2.944, -3.341, 2.606], [-3.204, -4.065, 1.362], [-4.567, -3.251, 0.677], [-5.823, -3.926, 0.915], [-4.277, -3.033, -0.734], [-4.547, -1.704, 1.428], [-2.423, -1.611, 1.294], [-3.126, -1.053, 2.860], [-3.434, -3.624, 3.599], [-1.953, -3.509, 2.819], [-3.498, -5.092, 1.651], [-2.394, -4.016, 0.724], [-5.292, -1.590, 2.001], [-4.451, -0.856, 0.693], [2.955, -0.870, 1.821], [2.187, 0.301, 1.226], [1.608, -0.093, -0.018], [1.076, -1.757, 0.217], [1.447, -2.618, -0.923], [-0.297, -1.725, 0.625], [2.034, -2.134, 1.660], [3.168, -0.584, 2.729], [3.855, -1.018, 1.047], [2.886, 1.032, 1.128], [1.253, 0.877, 1.768], [2.548, -0.116, -0.560], [0.646, 0.469, -0.261], [2.423, -2.932, 1.477], [1.236, -2.190, 2.448], [1.875, 4.630, -4.365], [3.243, 3.895, -4.712], [3.768, 3.227, -3.536], [2.461, 2.533, -2.585], [2.433, 2.849, -1.174], [2.183, 1.183, -3.112], [1.274, 3.641, -3.321], [1.263, 4.918, -5.289], [2.209, 5.539, -3.773], [4.015, 4.587, -4.972], [3.182, 3.193, -5.636], [3.987, 4.158, -2.962], [4.679, 2.493, -3.824], [0.897, 4.257, -2.409], [0.605, 3.155, -3.821], [2.958, 4.116, 5.605], [3.628, 2.726, 5.227], [2.606, 1.729, 5.162], [1.130, 2.463, 5.718], [0.946, 2.373, 7.112], [0.134, 1.898, 4.861], [1.526, 4.155, 5.345], [3.414, 4.979, 4.948], [3.221, 4.328, 6.584], [4.593, 2.522, 5.633], [4.009, 3.031, 4.263], [2.978, 0.967, 5.762], [2.587, 1.197, 4.195], [0.803, 4.771, 6.015], [1.362, 4.328, 4.240]]}

---

{"formula": "C4H15NO2", "method": "the ωB97M-V functional and the def2-TZVPD basis", "homo_ev": [1.1242, -6.2880], "multiplicity": 2, "lumo_energy_ha": [0.119, 0.117], "charge": -1, "orbital_gap_ev": [2.12, 9.46], "species": ["C", "C", "C", "C", "N", "H", "H", "H", "H", "H", "H", "H", "H", "H", "H", "H", "H", "H", "O", "H", "H", "O"], "coordinates": [[0.787, -1.740, 2.524], [1.565, -1.146, 1.332], [0.817, -1.050, -0.002], [1.741, 0.348, 1.778], [-0.471, -1.028, 2.794], [1.452, -1.498, 3.330], [0.623, -2.767, 2.161], [2.554, -1.702, 1.169], [1.033, -1.996, -0.671], [1.128, -0.292, -0.661], [-0.374, -1.175, 0.154], [2.688, 0.500, 2.359], [2.030, 1.002, 0.943], [0.838, 0.702, 2.193], [-0.453, -0.369, 2.002], [-1.243, -1.555, 2.439], [-0.600, 4.801, -4.368], [-1.819, 5.551, -4.752], [-1.431, 4.709, -4.954], [-4.157, -0.139, -2.657], [-3.498, -0.856, -3.969], [-3.211, -0.299, -3.144]]}

---

Sequential relative energy (zero: lowest compared OMol25 entry of this formula, charge and spin) output: 420.3, 262.2, 12.7, 230.3 kJ/mol
Sequential molecular weight output: 194.37, 117.13, 769.00, 109.17 g/mol